[1]
A single C4H9NO2 molecule. Source: OMol25; level of theory: ωB97M-V/def2-TZVPD.

The total charge is 0. As for the structure (SMILES): CCCOC(N)=O. The value obtained for the LUMO energy is 0.94 eV. As for the molar mass: 103.12 g mol⁻¹. Its spin multiplicity is 1. The strongest force on any atom comes out at 0.47 eV/Å. The energy relative to the best compared isomer or geometry (same formula, charge and spin) comes out at 4.71 kcal/mol.

Last column: Löwdin charge in e.
CARTESIAN COORDINATES (ANGSTROEM)
C1 -2.45 0.07 -0.19  -0.11
C2 -0.95 0.34 -0.24  -0.24
C3 -0.20 -0.30 0.92  -0.19
O1 1.17 0.09 0.90  -0.02
C4 1.91 -0.47 -0.10  -0.63
O2 1.64 -1.48 -0.69  0.09
N1 3.02 0.30 -0.30  0.18
H1 -2.89 0.48 0.73  0.07
H2 -2.95 0.53 -1.04  0.07
H3 -2.65 -1.00 -0.22  0.08
H4 -0.53 -0.04 -1.18  0.11
H5 -0.75 1.42 -0.22  0.12
H6 -0.58 0.06 1.88  0.13
H7 -0.28 -1.39 0.89  0.13
H8 3.51 0.15 -1.17  0.11
H9 2.98 1.25 0.04  0.11

***

[2]
A single C4H9NO2 molecule. Source: OMol25; level of theory: ωB97M-V/def2-TZVPD.

The total charge is 0. As for the structure (SMILES): COC/C(C)=N\O. The value obtained for the LUMO energy is 0.95 eV. As for the molar mass: 103.12 g mol⁻¹. Its spin multiplicity is 1. The strongest force on any atom comes out at 1.44 eV/Å. The energy relative to the best compared isomer or geometry (same formula, charge and spin) comes out at 97.22 kcal/mol.

Last column: Löwdin charge in e.
CARTESIAN COORDINATES (ANGSTROEM)
C1 -0.65 -1.31 1.24  -0.07
O1 -0.08 0.03 1.45  -0.18
C2 1.05 0.35 0.63  -0.14
C3 0.18 0.54 -0.57  -0.37
N1 -0.19 -0.43 -1.30  0.03
O2 0.74 -1.50 -1.25  -0.10
C4 -0.52 1.85 -0.76  -0.02
H1 -0.71 -1.65 2.26  0.08
H2 -1.66 -1.32 0.79  0.10
H3 -0.05 -2.03 0.64  0.08
H4 1.77 -0.47 0.57  0.12
H5 1.57 1.25 0.99  0.13
H6 0.60 -1.86 -2.14  0.09
H7 -0.14 2.25 -1.71  0.08
H8 -0.32 2.59 0.02  0.08
H9 -1.60 1.72 -0.86  0.09

***

[3]
A single C4H9NO2 molecule. Source: OMol25; level of theory: ωB97M-V/def2-TZVPD.

The total charge is 0. As for the structure (SMILES): CN[C@H](C=O)CO. The value obtained for the LUMO energy is 0.69 eV. As for the molar mass: 103.12 g mol⁻¹. Its spin multiplicity is 1. The strongest force on any atom comes out at 1.12 eV/Å. The energy relative to the best compared isomer or geometry (same formula, charge and spin) comes out at 52.84 kcal/mol.

Last column: Löwdin charge in e.
CARTESIAN COORDINATES (ANGSTROEM)
C1 1.99 -1.07 0.15  -0.13
N1 1.44 0.17 -0.32  -0.08
C2 0.00 0.36 -0.31  -0.32
C3 -0.66 -0.80 -1.02  -0.25
O1 -2.05 -0.56 -1.16  -0.04
C4 -0.52 0.68 1.07  -0.20
O2 -0.11 1.60 1.72  0.06
H1 2.97 -0.89 0.57  0.08
H2 2.18 -1.76 -0.69  0.08
H3 1.35 -1.59 0.86  0.08
H4 1.95 0.96 0.05  0.11
H5 -0.19 1.21 -0.97  0.16
H6 -0.13 -0.96 -1.96  0.13
H7 -0.48 -1.76 -0.52  0.12
H8 -2.48 -1.40 -1.32  0.09
H9 -1.28 0.00 1.51  0.13

***

> Which value of energy relative to the best compared isomer or geometry (same formula, charge and spin) does entry 1 give?

4.71 kcal/mol